Record 1
7
Properties=species:S:1:pos:R:3 method="wB97M-V/def2-TZVPD" orbital_gap_ev=11.0 homo_energy_ev=-10.79 de_lowest_kcal_mol=11.2
C -1.195 -0.096 0.081
O -1.066 1.090 0.212
H -0.572 -0.845 0.629
H -2.213 -0.503 -0.284
O 1.946 0.374 -0.413
H 1.037 0.469 -0.203
H 2.063 -0.488 -0.022

Record 2
21
Properties=species:S:1:pos:R:3 method="wB97M-V/def2-TZVPD" orbital_gap_ev=8.9 homo_energy_ev=-7.95 de_lowest_kcal_mol=83.3
C -2.522 -1.258 1.273
N -2.187 0.018 0.624
C -0.941 0.109 -0.106
N -0.018 -0.751 0.148
N 1.280 -0.609 -0.409
C 2.112 -1.086 0.705
C 1.639 0.783 -0.738
C 0.570 1.363 -1.603
N -0.839 1.321 -0.967
H -3.823 -1.494 1.130
H -2.131 -1.122 2.352
H -2.006 -2.215 0.787
H -2.845 0.590 -0.007
H 3.102 -1.048 0.196
H 2.234 -0.350 1.596
H 1.733 -2.146 1.000
H 2.637 0.790 -1.141
H 1.709 1.636 -0.004
H 0.881 2.346 -1.737
H 0.526 0.992 -2.670
H -1.109 2.131 -0.430

Record 3
127
Properties=species:S:1:pos:R:3 method="wB97M-V/def2-TZVPD" total_charge=+1 orbital_gap_ev=5.2 homo_energy_ev=-8.65
C 13.120 4.334 -1.403
C 12.333 3.588 -1.899
C 11.361 2.658 -2.536
P 11.739 2.809 -4.424
N 12.819 3.912 -4.712
O 11.662 1.372 -2.028
C 10.624 0.409 -2.178
C 10.368 -0.357 -0.839
C 9.313 0.936 -2.834
N 8.880 2.123 -2.059
N 7.567 2.636 -2.329
C 6.973 2.180 -3.606
C 6.078 0.920 -3.726
O 7.213 2.773 -4.602
C 6.627 2.466 -1.197
C 6.350 1.120 -0.492
O 6.025 3.422 -0.848
C 9.944 3.216 -2.109
P 9.362 4.750 -3.096
O 10.721 5.623 -3.341
Br 8.213 5.931 -1.538
H 13.979 4.973 -1.297
H 10.561 3.170 -5.132
H 12.184 1.550 -4.907
H 13.634 3.511 -5.168
H 11.005 -0.364 -2.873
H 10.871 -1.331 -0.852
H 10.636 0.246 0.041
H 9.287 -0.587 -0.759
H 8.605 0.096 -2.781
H 9.529 1.127 -3.894
H 8.878 1.826 -1.074
H 6.258 0.180 -2.935
H 6.388 0.449 -4.672
H 5.015 1.175 -3.822
H 6.527 1.289 0.580
H 5.317 0.814 -0.691
H 7.088 0.385 -0.861
H 10.069 3.573 -1.070
H 10.491 6.456 -3.779
O 4.285 -2.228 0.300
P 2.995 -2.253 1.124
N 3.795 -2.219 2.659
C 4.412 -3.327 3.361
C 4.441 -0.954 2.993
N 2.407 -3.788 0.560
C 2.898 -5.060 1.057
C 2.347 -3.851 -0.902
N 1.459 -2.061 2.038
C 0.890 -0.712 1.954
C 1.172 -2.662 3.312
H 4.494 -3.090 4.426
H 5.413 -3.563 2.976
H 3.813 -4.233 3.326
H 3.816 -0.378 3.687
H 4.604 -0.336 2.105
H 5.417 -1.100 3.458
H 3.996 -5.121 1.057
H 2.520 -5.889 0.458
H 2.532 -5.263 2.065
H 3.327 -4.065 -1.347
H 1.987 -2.904 -1.316
H 1.637 -4.618 -1.218
H 1.405 -0.009 2.625
H -0.174 -0.714 2.199
H 0.978 -0.329 0.932
H 1.646 -2.133 4.150
H 1.467 -3.710 3.352
H 0.091 -2.646 3.476
O -2.416 -0.005 1.350
P -3.552 0.489 0.466
N -4.868 -0.039 1.448
C -5.428 -1.373 1.536
C -5.037 0.693 2.703
N -3.155 -0.490 -0.919
C -3.550 -1.881 -1.051
C -1.746 -0.370 -1.293
N -4.704 1.376 -0.577
C -4.694 2.826 -0.369
C -6.021 0.910 -0.921
H -6.446 -1.319 1.933
H -4.834 -2.037 2.179
H -5.536 -1.848 0.565
H -5.846 1.427 2.608
H -4.129 1.233 2.983
H -5.276 0.031 3.536
H -3.307 -2.478 -0.160
H -3.063 -2.350 -1.908
H -4.618 -1.974 -1.260
H -1.098 -0.997 -0.667
H -1.408 0.667 -1.199
H -1.608 -0.649 -2.341
H -5.250 3.117 0.534
H -5.122 3.351 -1.226
H -3.665 3.184 -0.259
H -6.748 1.055 -0.112
H -6.028 -0.141 -1.207
H -6.384 1.458 -1.795
O -9.609 -0.169 -0.144
P -10.907 0.053 0.617
N -10.262 -0.052 2.216
C -9.948 -1.250 2.967
C -9.405 1.065 2.612
N -11.735 -1.350 0.005
C -11.552 -2.683 0.549
C -11.676 -1.431 -1.457
N -12.473 0.596 1.292
C -12.722 2.031 1.123
C -13.053 0.111 2.513
H -9.916 -1.018 4.035
H -8.983 -1.688 2.674
H -10.712 -2.016 2.873
H -9.961 1.765 3.248
H -9.040 1.623 1.745
H -8.525 0.733 3.164
H -10.493 -2.959 0.650
H -12.033 -3.434 -0.080
H -12.041 -2.788 1.520
H -10.723 -1.842 -1.809
H -11.803 -0.441 -1.904
H -12.493 -2.050 -1.834
H -12.170 2.635 1.857
H -13.787 2.260 1.213
H -12.412 2.352 0.123
H -12.596 0.556 3.408
H -12.995 -0.973 2.597
H -14.118 0.357 2.526

Record 4
127
Properties=species:S:1:pos:R:3 method="wB97M-V/def2-TZVPD" total_charge=+1 orbital_gap_ev=7.2 homo_energy_ev=-11.74
C 1.907 2.703 3.622
C 1.323 1.333 3.832
N 0.747 1.133 5.026
C 0.178 -0.026 5.377
C 0.200 -1.096 4.513
N -0.435 -2.275 5.008
C -1.588 -2.421 4.623
S -3.016 -2.602 4.079
C 0.815 -0.973 3.248
C 0.894 -2.152 2.281
O 1.474 -2.126 1.246
O 0.286 -3.293 2.681
C 1.199 -4.388 2.875
C 1.738 -4.539 4.283
C 2.303 -5.973 4.461
I 3.349 -3.152 4.642
C 1.360 0.289 2.898
C 1.987 0.593 1.564
C 1.112 1.633 0.839
C -0.404 1.142 0.678
O 0.744 1.352 -0.405
H 2.196 3.100 4.595
H 2.798 2.630 3.004
H 1.184 3.387 3.179
H 0.717 1.886 5.704
H -0.286 -0.112 6.348
H 0.636 -5.293 2.646
H 2.034 -4.362 2.172
H 0.967 -4.407 5.034
H 1.839 -6.660 3.756
H 3.382 -5.979 4.332
H 2.102 -6.291 5.482
H 2.994 1.012 1.629
H 1.972 -0.217 0.855
H 1.262 2.688 1.069
H -0.717 2.153 1.079
H -1.179 1.197 -0.093
C 2.024 -2.837 -2.682
Cl 1.247 -1.550 -1.755
Cl 2.828 -3.958 -1.578
Cl 0.803 -3.715 -3.609
Cl 3.211 -2.142 -3.787
C 5.168 -7.452 -2.908
Cl 6.782 -7.504 -3.621
Cl 4.393 -9.026 -3.104
Cl 5.296 -7.055 -1.188
Cl 4.200 -6.224 -3.726
C -0.567 5.519 -0.777
Cl 0.137 3.898 -0.741
Cl -0.545 6.173 0.878
Cl 0.384 6.559 -1.851
Cl -2.229 5.431 -1.347
C 0.661 -11.594 5.241
Cl -0.150 -10.757 6.571
Cl 0.249 -10.811 3.709
Cl 2.411 -11.530 5.483
Cl 0.132 -13.274 5.195
C 4.348 -1.353 -7.851
Cl 5.042 -0.034 -8.795
Cl 5.095 -1.384 -6.247
Cl 2.608 -1.107 -7.677
Cl 4.650 -2.888 -8.665
C -3.033 9.842 -0.985
Cl -4.311 8.831 -0.304
Cl -2.607 11.135 0.166
Cl -1.626 8.829 -1.305
Cl -3.598 10.570 -2.486
C -2.191 -9.171 0.352
Cl -1.575 -8.780 -1.253
Cl -0.838 -9.314 1.487
Cl -3.272 -7.884 0.899
Cl -3.080 -10.695 0.296
C 4.560 -12.677 -4.931
Cl 3.185 -11.721 -4.371
Cl 5.659 -12.962 -3.578
Cl 3.980 -14.225 -5.555
Cl 5.407 -11.800 -6.205
C 1.974 9.815 0.455
Cl 2.150 10.328 -1.227
Cl 2.436 8.119 0.594
Cl 3.023 10.787 1.488
Cl 0.294 10.067 0.962
C -5.104 4.618 -4.630
Cl -3.488 4.473 -5.328
Cl -5.784 3.018 -4.353
Cl -4.999 5.483 -3.090
Cl -6.147 5.518 -5.734
C 5.219 14.316 1.727
Cl 4.532 13.719 3.248
Cl 4.781 16.008 1.499
Cl 6.977 14.169 1.781
Cl 4.585 13.354 0.387
C -9.658 2.377 -3.222
Cl -8.832 3.672 -4.088
Cl -11.151 3.000 -2.508
Cl -10.028 1.066 -4.340
Cl -8.604 1.772 -1.933
C 1.740 -12.161 -0.284
Cl 2.461 -10.698 -0.972
Cl 2.413 -12.461 1.318
Cl -0.011 -11.938 -0.175
Cl 2.095 -13.536 -1.334
C 0.357 8.094 4.456
Cl 0.546 9.828 4.234
Cl 0.009 7.744 6.155
Cl -0.993 7.521 3.455
Cl 1.841 7.255 3.988
C 0.692 14.741 3.668
Cl 1.276 15.996 2.580
Cl 1.327 15.019 5.293
Cl -1.074 14.769 3.710
Cl 1.238 13.161 3.090
C 5.829 -13.366 -10.369
Cl 6.040 -11.644 -10.025
Cl 5.459 -14.221 -8.870
Cl 4.500 -13.578 -11.513
Cl 7.315 -14.013 -11.067
C -5.773 10.023 3.848
Cl -6.647 11.384 4.550
Cl -4.885 9.171 5.120
Cl -6.919 8.912 3.088
Cl -4.635 10.606 2.632
C -13.976 -0.506 -4.989
Cl -15.580 -0.061 -5.573
Cl -14.117 -1.828 -3.826
Cl -12.975 -1.026 -6.351
Cl -13.216 0.883 -4.210

Record 5
69
Properties=species:S:1:pos:R:3 method="wB97M-V/def2-TZVPD" total_charge=-2 orbital_gap_ev=5.3 homo_energy_ev=-1.52 de_lowest_kcal_mol=14.1
Sc 0.050 -0.514 0.867
C 1.459 -0.554 -3.146
C 2.647 -0.497 -2.229
C 3.963 -0.497 -2.756
C 5.041 -0.462 -1.926
C 4.847 -0.403 -0.530
C 5.877 -0.326 0.441
Br 7.715 -0.362 -0.090
C 5.587 -0.218 1.767
C 4.250 -0.185 2.195
Br 3.901 -0.006 4.051
C 3.170 -0.277 1.323
O 1.943 -0.229 1.700
C 3.505 -0.395 -0.086
N 2.444 -0.457 -0.931
H 1.766 -0.449 -4.190
H 0.745 0.229 -2.881
H 0.929 -1.501 -3.020
H 4.099 -0.529 -3.831
H 6.047 -0.468 -2.324
H 6.381 -0.161 2.497
S -2.706 1.330 -1.950
C -1.634 2.645 -1.510
C -1.806 3.995 -1.764
C -0.821 4.919 -1.383
C 0.327 4.459 -0.750
C 0.511 3.101 -0.490
C -0.470 2.170 -0.855
N -0.385 0.835 -0.649
C -1.649 0.106 -0.797
C -1.380 -1.236 -1.491
C -2.022 -1.693 -2.629
C -1.764 -2.985 -3.094
C -0.865 -3.788 -2.404
C -0.223 -3.295 -1.262
C -0.440 -2.015 -0.772
H -2.709 4.335 -2.262
H -0.958 5.977 -1.579
H 1.092 5.164 -0.447
H 1.402 2.747 0.018
H -2.717 -1.051 -3.161
H -2.268 -3.357 -3.980
H -0.665 -4.800 -2.746
H 0.479 -3.950 -0.751
S -0.180 2.840 4.541
C -1.365 3.213 3.353
C -1.291 2.319 2.341
N -0.315 1.350 2.498
C 0.339 1.503 3.604
H -2.030 4.058 3.455
H -1.911 2.272 1.458
H 1.150 0.856 3.918
Se -0.350 -2.075 3.222
C 1.182 -2.988 3.613
N 2.126 -3.603 3.898
C -3.200 -2.394 0.667
C -3.327 -0.862 0.838
C -4.562 -0.413 0.047
C -3.615 -0.579 2.316
N -2.129 -0.077 0.524
H -4.077 -2.885 1.110
H -2.308 -2.764 1.170
H -3.140 -2.686 -0.385
H -5.449 -0.915 0.454
H -4.482 -0.675 -1.013
H -4.697 0.668 0.116
H -4.482 -1.157 2.660
H -3.820 0.486 2.463
H -2.759 -0.847 2.940

Record 6
44
Properties=species:S:1:pos:R:3 method="wB97M-V/def2-TZVPD" orbital_gap_ev=8.6 homo_energy_ev=-9.14
Pd 0.454 1.741 1.228
O 3.791 2.047 -0.110
S 3.090 1.746 1.101
O 2.066 2.874 1.442
O 3.874 1.420 2.256
O 2.032 0.622 0.839
C 0.818 -3.149 -4.079
C 1.007 -3.866 -2.751
N 0.689 -3.012 -1.603
C 1.813 -2.619 -0.747
C 2.769 -1.650 -1.424
C -0.623 -2.849 -1.327
O -1.512 -3.417 -1.948
C -1.034 -1.904 -0.227
C -2.119 -2.246 0.570
C -2.538 -1.367 1.553
C -1.871 -0.165 1.702
N -0.853 0.183 0.911
C -0.446 -0.669 -0.039
H 1.070 -3.816 -4.905
H 1.457 -2.268 -4.141
H -0.219 -2.840 -4.196
H 2.042 -4.188 -2.632
H 0.370 -4.750 -2.710
H 2.347 -3.534 -0.471
H 1.439 -2.194 0.180
H 3.203 -2.089 -2.323
H 3.579 -1.390 -0.743
H 2.273 -0.719 -1.700
H -2.615 -3.193 0.403
H -3.363 -1.606 2.209
H -2.145 0.543 2.473
H 0.391 -0.338 -0.636
Br -4.791 4.224 0.856
C -3.029 4.270 1.517
C -2.580 5.334 2.280
C -1.269 5.312 2.726
C -0.460 4.238 2.403
N -0.915 3.211 1.675
C -2.172 3.225 1.229
H -3.238 6.159 2.513
H -0.869 6.122 3.318
H 0.578 4.179 2.704
H -2.492 2.387 0.625

Record 7
19
Properties=species:S:1:pos:R:3 method="wB97M-V/def2-TZVPD" total_charge=+1 orbital_gap_ev="10.2 / 5.8" s2=0.76 spin_multiplicity=2 homo_energy_ev="-13.67 / -13.62" de_lowest_kcal_mol=19.9
C -0.304 1.320 1.243
N -0.069 -0.067 0.938
C 0.038 -0.606 -0.401
C 1.552 -0.505 -0.882
S 2.281 -2.070 -1.310
C -0.576 -2.024 -0.338
O -1.639 -2.231 -0.824
C -1.597 1.850 0.617
H -0.341 1.424 2.319
H 0.565 1.881 0.891
H 0.446 -0.617 1.624
H -0.611 0.012 -1.021
H 1.536 0.212 -1.699
H 2.135 0.028 -0.137
H 2.300 -1.912 -2.636
H 0.012 -2.792 0.195
H -2.401 1.119 0.623
H -1.450 2.248 -0.382
H -1.876 2.731 1.179

Record 8
10
Properties=species:S:1:pos:R:3 method="wB97M-V/def2-TZVPD" orbital_gap_ev=10.0 homo_energy_ev=-9.36 de_lowest_kcal_mol=79.4
C -1.602 -0.619 -0.003
O -0.278 -1.159 0.010
C 0.712 -0.344 -0.018
C 1.048 1.223 -0.007
C 2.060 0.245 -0.002
O 3.217 -0.055 0.010
H -1.728 0.023 -0.877
H -1.795 -0.051 0.908
H -2.284 -1.462 -0.070
H 0.651 2.199 0.049

Record 9
13
Properties=species:S:1:pos:R:3 method="wB97M-V/def2-TZVPD" orbital_gap_ev="7.3 / 7.3" homo_energy_ev="-8.79 / -8.81" de_lowest_kcal_mol=141.8
O -2.261 -0.097 -0.329
C -1.648 -0.204 0.925
C 0.831 -0.722 -0.524
C -0.544 0.823 1.043
O -0.444 1.716 0.223
C 2.064 -0.520 -1.047
C 3.243 -0.384 -1.367
H -2.028 0.793 -0.646
H -2.360 -0.042 1.752
H -1.207 -1.198 1.044
H 0.001 -0.682 -1.242
H 0.123 0.771 1.921
H 4.230 -0.254 -1.752

Record 10
62
Properties=species:S:1:pos:R:3 method="wB97M-V/def2-TZVPD" total_charge=+1 orbital_gap_ev=7.9 homo_energy_ev=-11.46 de_lowest_kcal_mol=0.0
Pd 0.113 -1.542 0.629
C 4.597 -0.552 -2.627
C 3.280 -0.919 -2.861
C 2.464 -1.285 -1.798
C 2.997 -1.304 -0.517
C 4.315 -0.946 -0.267
C 5.109 -0.558 -1.333
N 2.147 -1.806 0.528
N 2.709 -2.535 1.367
C 1.795 -3.139 2.231
C 2.255 -3.967 3.247
C 1.326 -4.620 4.041
C -0.029 -4.439 3.805
C -0.487 -3.606 2.782
C 0.428 -2.955 1.974
H 5.229 -0.261 -3.455
H 2.887 -0.928 -3.868
H 1.438 -1.594 -1.965
H 4.702 -0.981 0.741
H 6.136 -0.272 -1.154
H 3.318 -4.092 3.398
H 1.658 -5.270 4.838
H -0.749 -4.951 4.431
H -1.550 -3.473 2.641
N -6.823 -2.988 -0.102
C -6.229 -1.966 0.552
O -6.841 -1.097 1.134
C -4.714 -1.947 0.562
C -3.904 -3.014 0.199
C -2.531 -2.870 0.274
N -1.950 -1.734 0.674
C -2.729 -0.704 1.027
C -4.106 -0.777 0.993
H -7.829 -2.991 -0.138
H -6.324 -3.630 -0.687
H -4.304 -3.967 -0.118
H -1.868 -3.683 0.013
H -2.220 0.193 1.331
H -4.721 0.057 1.300
C 0.315 6.945 -1.376
C 0.384 5.459 -1.201
C -0.629 4.768 -0.546
C -0.593 3.393 -0.385
C -1.724 2.741 0.351
C 0.506 2.677 -0.912
C 0.647 1.239 -0.814
O -0.163 0.435 -0.337
C 1.552 3.370 -1.572
C 2.759 2.676 -2.151
C 1.468 4.743 -1.701
H -0.487 7.382 -0.785
H 0.138 7.193 -2.425
H 1.256 7.414 -1.087
H -1.467 5.320 -0.140
H -2.411 3.498 0.721
H -1.360 2.159 1.198
H -2.274 2.070 -0.312
H 1.581 0.841 -1.222
H 2.488 1.953 -2.920
H 3.336 2.147 -1.390
H 3.417 3.412 -2.610
H 2.264 5.277 -2.205

no.,E (eV)
1,-5195.53739
2,-11336.60931
3,-179935.89719
4,-963098.88772
5,-289874.82628
6,-114913.33539
7,-19726.80258
8,-8303.63348
9,-9370.94709
10,-43004.27751